Record 1
This record from OMol25 describes a single C4H7NO2 molecule. The level of theory is ωB97M-V with the def2-TZVPD basis set.

The total charge is 0. Its HOMO energy is -9.46 eV. As for the energy relative to the best compared isomer or geometry (same formula, charge and spin): 38.1 kcal/mol. As for the SMILES: O=CN1CC(O)C1. Its energy is -9845.62615 eV.

Cartesian coordinates (Å):
O 1.3909 0.3796 -1.8478
C 1.1014 0.2024 -0.4916
C -0.0286 1.1282 0.0007
N -0.6431 -0.0486 0.6098
C 0.2135 -1.0026 -0.0797
C -1.8360 -0.2696 1.2038
O -2.3016 -1.3776 1.3994
H 2.1635 -0.1537 -2.0702
H 1.9977 0.2818 0.1384
H 0.2420 1.9309 0.6936
H -0.6016 1.5291 -0.8449
H 0.6541 -1.7673 0.5669
H -0.2820 -1.4715 -0.9387
H -2.3333 0.6655 1.5282

Forces on the atoms, in the same order (eV/Å):
O 0.213 -0.125 -0.126
C 0.003 0.037 0.342
C 0.007 0.239 -0.013
N -0.318 -0.126 0.177
C 0.084 -0.192 -0.060
C 0.030 -0.196 0.009
O 0.148 0.407 -0.059
H -0.117 0.100 -0.043
H -0.129 -0.008 -0.163
H -0.033 -0.127 -0.118
H 0.075 -0.032 0.125
H -0.055 0.105 -0.119
H 0.076 0.034 0.109
H 0.018 -0.115 -0.062

The computed Mulliken charges, all in e, follow: -0.545, 0.246, -0.690, 0.059, -0.614, 0.063, -0.572, 0.311, 0.290, 0.283, 0.281, 0.275, 0.281, 0.331

---

Record 2
This record from OMol25 describes a molecular structure, C56H48F3N3NaO4PS at a distorted geometry. The level of theory is ωB97M-V with the def2-TZVPD basis set.

The total charge is -2. Its HOMO energy is -0.92 eV. As for the energy relative to the best compared isomer or geometry (same formula, charge and spin): 101.5 kcal/mol. Its energy is -104200.88558 eV.

Cartesian coordinates (Å):
Na -4.8917 -4.5868 23.3805
N -6.3161 -8.3291 24.3576
C -6.4015 -9.3409 23.4999
C -5.9245 -10.5833 23.9102
C -5.9975 -11.6874 23.0421
C -6.6050 -11.5739 21.7898
C -7.1355 -10.3487 21.4230
C -6.9835 -9.2278 22.1948
P -7.3655 -7.5412 21.5926
C -8.9184 -7.8392 20.5752
C -10.1752 -7.6218 21.0946
C -11.1876 -7.3520 20.1840
C -11.0685 -7.4943 18.8104
C -9.8619 -7.9073 18.3255
C -8.7627 -8.0620 19.1979
C -6.2257 -7.2153 20.2031
C -6.3104 -5.7374 19.9673
C -5.5108 -5.1157 18.8302
C -3.5571 -6.4757 18.5891
C -4.3658 -7.8093 18.5381
C -5.2817 -7.9997 19.7138
H -5.9274 -8.4466 25.2780
H -6.6891 -7.3880 24.2782
H -5.4485 -10.6670 24.8776
H -5.5283 -12.6525 23.3476
H -6.7135 -12.4115 21.1347
H -7.6456 -10.2137 20.4458
H -10.3668 -7.5249 22.1392
H -12.1689 -6.9134 20.5579
H -11.8805 -7.2226 18.1303
H -9.6341 -7.9453 17.2824
H -7.7520 -8.2985 18.8455
H -7.3283 -5.4122 20.0841
H -6.1444 -4.2942 18.4932
H -2.6738 -6.4785 17.9732
H -3.8246 -8.7496 18.3473
H -5.2216 -8.9912 20.1394
C -1.7704 -1.5047 18.2686
C -3.0968 -1.4804 18.9921
C -3.9739 -0.3960 18.4146
O -2.9152 -1.3171 20.4137
C -3.7340 -2.2443 21.1314
C -4.4076 -3.1421 19.9973
O -3.6873 -2.7440 18.8387
C -4.5430 -4.6515 19.9636
O -5.5168 -5.0820 20.9807
C -3.3153 -5.6395 19.8818
C -1.9518 -4.9994 19.7638
C -0.8413 -5.7659 19.9005
C -0.9926 -7.1721 20.1841
C -2.1007 -7.5932 20.7584
C -3.1849 -6.5411 21.1337
C -4.7216 -5.8441 17.7629
C -5.1842 -7.2859 17.3098
C -4.6072 -7.6537 15.9791
C -4.1339 -6.7441 15.1406
C -4.0832 -5.3396 15.4794
C -4.3356 -4.8817 16.7171
C -4.8427 -1.6259 22.0381
O -5.5540 -2.7218 22.4808
C -4.3543 -0.7959 23.2411
C -5.2130 -0.5761 24.3025
C -4.8199 0.1742 25.4421
C -3.5091 0.6364 25.4765
C -2.6302 0.4549 24.4497
C -3.0685 -0.2611 23.3299
C -5.8264 -0.6926 21.3235
C -5.5454 0.6648 21.0808
C -6.5695 1.4866 20.6349
C -7.8195 1.0023 20.3604
C -8.0921 -0.3556 20.6022
C -7.0847 -1.1903 21.0138
H -1.4450 -0.4611 18.1040
H -1.8739 -2.0352 17.2931
H -1.0010 -2.1101 18.8256
H -3.5629 0.5999 18.6085
H -4.9913 -0.4086 18.8539
H -3.9807 -0.4876 17.3217
H -3.0276 -2.8311 21.7430
H -5.4082 -2.7929 19.9961
H -1.9270 -3.9458 19.5530
H 0.0959 -5.3428 19.7529
H -0.2100 -7.9111 19.9780
H -2.1121 -8.6079 21.1012
H -4.0983 -7.0617 21.3998
H -6.2268 -7.5410 17.4273
H -4.6500 -8.6946 15.7166
H -3.7335 -7.0387 14.1851
H -3.8187 -4.6042 14.7444
H -4.2849 -3.7876 16.8547
H -6.1847 -1.0720 24.3416
H -5.4791 0.3007 26.2703
H -3.1289 1.2187 26.3351
H -1.5987 0.7693 24.5127
H -2.3475 -0.4284 22.5056
H -4.5840 1.0500 21.3095
H -6.3730 2.5358 20.5122
H -8.6023 1.7127 20.0755
H -9.0805 -0.7465 20.4991
H -7.2963 -2.2740 21.2415
F -8.8156 -2.5187 26.5569
C -8.1074 -3.2262 27.4485
F -7.9431 -2.3081 28.4445
F -8.9212 -4.1471 27.9952
C -6.8144 -3.7897 27.0020
C -5.6672 -3.4229 27.7099
C -4.3833 -3.8606 27.3005
C -4.3524 -4.6061 26.1383
N -5.4206 -5.0441 25.4832
C -6.6440 -4.6930 25.9101
S -7.9552 -5.4186 25.1094
H -5.7676 -2.7786 28.6042
H -3.4676 -3.4486 27.7246
H -3.3020 -4.8656 25.7766
N -1.8973 -6.1009 23.2449
C -2.8092 -5.6610 22.4440
H -1.4289 -6.9146 22.8843

Forces on the atoms, in the same order (eV/Å):
Na 0.021 0.068 -0.993
N 0.260 1.461 1.104
C -0.476 -0.283 -0.674
C 0.181 -1.558 -1.019
C 0.506 -0.004 0.552
C -0.162 -0.040 0.628
C -0.118 -0.035 -1.193
C 0.328 0.904 0.801
P -0.793 -0.629 0.305
C 1.777 -0.456 -0.430
C -0.541 0.637 -1.077
C -2.489 0.606 0.896
C -0.360 0.324 0.099
C 2.010 -0.109 0.341
C -0.770 0.174 0.140
C -0.077 0.297 0.442
C 0.517 -0.833 0.135
C -0.494 0.767 0.529
C -0.755 0.361 -0.544
C 0.038 0.065 0.159
C -0.251 -1.269 -0.246
H 0.133 -0.395 -0.163
H -0.348 0.066 -0.551
H 0.009 -0.080 0.062
H -0.519 0.834 -0.213
H 0.054 -0.465 -0.222
H 0.425 -0.303 0.655
H 0.107 0.252 0.594
H 1.263 -0.872 -0.283
H 0.205 -0.113 0.339
H -0.232 -0.283 -0.671
H -0.653 0.176 -0.142
H -0.656 0.328 -0.310
H 0.356 0.119 -0.560
H 0.428 -0.461 -0.127
H 0.111 0.412 0.195
H -0.027 -0.275 0.169
C 1.113 -0.649 -0.183
C -0.092 -0.245 1.015
C -0.668 0.579 -0.054
O 0.095 0.412 -1.341
C 0.143 -0.854 0.128
C 1.398 1.308 1.257
O -0.206 -0.393 -0.680
C -0.022 -0.679 0.515
O 0.507 0.119 -0.799
C -0.196 -0.301 0.641
C 0.722 -0.487 0.078
C -2.417 0.624 -0.628
C 1.182 -0.597 -0.305
C -1.560 0.988 0.867
C 1.749 -0.812 0.158
C -0.399 0.116 0.793
C 1.150 0.885 0.798
C -0.612 -0.064 0.525
C 0.340 -0.119 -0.220
C -0.031 0.866 0.791
C 0.031 0.285 -1.746
C -0.962 -1.362 0.664
O 0.677 0.591 0.091
C 1.074 0.043 -0.298
C -0.530 0.276 1.762
C 0.690 -1.014 -1.937
C -0.016 1.337 1.757
C -0.228 -0.994 -1.210
C 0.891 -0.055 -0.650
C 0.657 0.731 -0.666
C -1.314 -1.203 0.192
C 0.918 0.328 -0.180
C -1.126 -0.457 0.368
C 0.191 1.128 -0.604
C -0.287 -1.452 0.716
H 0.183 -0.592 0.060
H -0.159 0.589 0.530
H -0.734 0.864 -0.308
H 0.093 -0.138 0.242
H 0.552 -0.163 -0.486
H -0.310 -0.194 0.125
H -0.562 0.023 0.086
H -1.178 0.370 -0.392
H 0.335 0.116 0.025
H 1.639 0.695 -0.126
H 0.043 0.485 0.033
H -0.452 -0.523 0.160
H 0.034 0.267 -0.029
H -0.501 0.051 -0.336
H 0.047 -0.394 -0.227
H 0.040 -0.167 -0.267
H 0.151 0.046 -0.530
H -0.086 -0.832 0.485
H 0.178 0.162 -0.390
H -0.389 0.093 0.400
H -0.443 -0.395 -0.216
H 0.033 0.189 0.029
H -0.592 0.061 0.513
H 0.717 0.348 0.196
H 0.072 0.410 -0.118
H 0.132 -0.390 0.005
H -0.555 -0.144 -0.256
H 0.440 1.313 -0.123
F -0.001 -0.535 -0.727
C -0.659 0.476 0.568
F 0.489 0.098 0.558
F -0.314 -0.283 -0.160
C 1.966 0.203 0.254
C 0.248 0.163 0.276
C -1.217 0.846 0.066
C 1.964 -0.309 0.199
N 0.977 0.101 0.719
C -1.227 -0.211 -0.119
S -0.479 -0.018 -0.121
H 0.105 -0.377 -0.724
H -0.315 -0.327 0.086
H -1.623 0.051 -0.121
N -0.587 1.003 0.053
C -0.524 -0.339 0.099
H 0.599 -0.954 -0.332

These are the Mulliken partial charges, in e, on atoms 1 to 99: 0.428, 0.061, 0.539, -0.759, -0.605, -0.831, 0.177, 0.372, 0.374, 0.183, -0.689, -0.278, -0.479, -0.985, 0.219, 0.114, -1.905, -1.042, -1.644, 0.166, -0.813, 0.202, -0.388, 0.368, 0.267, 0.455, 0.201, 0.496, 0.234, 0.344, 0.394, 0.251, 0.868, 1.173, 0.985, 0.468, 0.052, -1.692, 1.246, -1.730, -0.491, 0.520, -0.535, 0.216, 0.388, 0.596, 2.302, -0.066, -0.772, -0.516, -1.394, 0.463, 1.466, 0.686, -1.247, -0.983, -0.582, -1.027, 1.513, -0.953, -1.041, -0.010, -0.913, -0.356, -0.835, 0.180, -0.155, -0.146, -0.754, -0.648, -0.665, -0.198, 0.466, 0.173, 0.361, 0.460, 0.241, 0.401, 0.800, 0.104, -0.654, 0.598, 0.302, 0.423, 0.205, 0.299, 0.416, 0.365, 0.492, 0.049, 0.499, 0.476, 0.254, 0.440, 0.194, 0.609, 0.402, 0.323, 0.471